1.
This record from OMol25 describes a cluster of 2 separate species, C4H3BrO in total in a non-equilibrium geometry. The level of theory is wB97M-V/def2-TZVPD.

Calculated values
<S²> = 2.01
HOMO (alpha / beta) = -5.20 / -10.09 eV
energy above the lowest of the compared OMol25 structures with the same formula, charge and spin = 2.115 eV
multiplicity = 3
max |F| = 6.420 eV Å⁻¹
total charge = 0

Cartesian coordinates (Å):
Br  -2.2050  -0.9276  0.1811
O  1.6422  0.8281  0.2899
C  1.6635  -0.2889  0.0668
C  -1.6837  2.0284  -0.0307
C  1.4216  -1.5518  -0.1965
C  -1.8167  0.8429  0.1083
H  -1.8002  3.0256  -0.2599
H  0.5776  -1.8112  0.4150
H  2.2008  -2.1455  -0.5741

2.
This record from OMol25 describes a structure of composition C47H40AsBrN4OPSr in a non-equilibrium geometry. The level of theory is wB97M-V/def2-TZVPD.

Calculated values
HOMO = -10.10 eV
max |F| = 3.016 eV Å⁻¹
total charge = +1

Cartesian coordinates (Å):
Sr  0.0511  -0.3319  0.7069
Br  5.6501  4.8118  -0.8379
As  -0.9376  -7.0327  -2.3362
P  0.2463  -3.1924  -0.0161
O  2.0351  0.2330  0.6278
N  -0.1280  -0.2733  3.1745
N  0.8837  1.8109  3.1929
N  -0.1014  1.9320  -0.0231
N  -2.1275  0.0711  -0.0880
C  -2.4208  -7.2121  -1.0595
C  2.9014  -4.2723  -0.0344
C  4.6355  -3.3391  -1.4170
C  4.2095  -4.2846  -0.4941
C  2.0075  -3.3052  -0.4887
C  0.9076  -4.4110  3.8346
C  0.3301  0.7618  5.2888
C  -1.7971  3.7056  -0.0470
C  -4.4455  -0.5267  -0.1655
C  0.1326  -5.7659  -1.2392
C  3.1488  3.4843  -0.6087
C  -0.0139  -8.6803  -1.8248
C  -2.2396  -7.7429  0.2151
C  0.8667  2.6885  -0.4329
C  1.0715  -3.8565  2.5752
C  -0.8034  -1.3408  5.2128
C  -3.6962  -6.8095  -1.4459
C  -4.1434  3.1743  -0.1366
C  1.1827  -11.1164  -1.1726
C  -0.5112  -4.3863  -1.2247
C  -3.8227  1.8001  -0.1281
C  2.4463  -2.3582  -1.4150
C  -0.2603  -0.2860  5.9506
C  -0.2318  -5.1455  4.1312
C  -4.7713  -6.9255  -0.5741
C  -0.0866  -11.0931  -1.7359
C  -3.3114  -7.8669  1.0854
C  -2.4655  1.3888  -0.1013
C  -0.6993  -1.2889  3.8457
C  4.4951  3.3634  -0.4154
C  2.7962  1.2166  0.2721
C  0.3681  0.7522  3.8834
C  0.1052  -4.0526  1.5855
C  3.7501  -2.3789  -1.8828
C  -0.6764  -9.8834  -2.0622
C  -4.8106  0.7914  -0.1533
C  -1.2129  -5.3162  3.1649
C  1.2605  -8.7148  -1.2704
C  -3.1430  4.1028  -0.0935
C  4.2027  1.1323  0.4162
C  2.2670  2.4369  -0.2594
C  -3.0784  -0.8355  -0.1309
C  1.8551  -9.9268  -0.9437
C  5.0324  2.1761  0.0980
C  -4.5787  -7.4546  0.6932
C  -1.0463  -4.7742  1.8991
C  -1.4304  2.3761  -0.0838
H  -3.8484  -6.4108  -2.4429
H  -5.1797  -1.3189  -0.1910
H  -0.4235  -3.9153  -2.2062
H  5.6576  -3.3523  -1.7721
H  -0.6135  -12.0197  -1.9232
H  2.7444  4.4008  -1.0209
H  2.8471  -9.9385  -0.5099
H  0.6344  3.6242  -0.9489
H  -5.7604  -6.6178  -0.8887
H  1.1278  -5.7066  -1.6797
H  1.7572  -1.6011  -1.7766
H  1.9491  -3.2585  2.3574
H  6.1016  2.0871  0.2371
H  -1.6684  -9.8689  -2.5015
H  0.7778  1.5867  5.8276
H  4.6019  0.2022  0.8014
H  1.3779  2.5117  3.7148
H  -5.1848  3.4676  -0.1702
H  -1.2570  -8.0869  0.5215
H  -0.2942  -0.2998  7.0316
H  -2.7496  -1.8719  -0.1374
H  -0.3555  -5.5851  5.1123
H  -1.0768  -2.1044  3.2356
H  -3.1620  -8.3020  2.0662
H  -1.8223  -4.9250  1.1576
H  0.2225  -6.1752  -0.2315
H  1.2033  1.6414  2.2515
H  4.0799  -1.6409  -2.6027
H  1.8059  -7.7954  -1.0919
H  -5.4168  -7.5592  1.3705
H  -1.0356  4.4677  0.0496
H  1.6469  -12.0599  -0.9169
H  -3.3819  5.1578  -0.0922
H  -5.8545  1.0805  -0.1600
H  4.9025  -5.0343  -0.1345
H  -1.2821  -2.1798  5.6962
H  1.6700  -4.2678  4.5897
H  -1.5808  -4.4531  -1.0031
H  -2.1112  -5.8764  3.3893
H  2.5791  -5.0229  0.6760

no.,total energy (Ha)
1,-2803.1934
2,-7291.0699